[1]
C16H16Cl3F5ORe | ωB97M-V with the def2-TZVPD basis set

CARTESIAN COORDINATES (ANGSTROEM)
F (2.830, -0.173, 1.019)
Cl (-3.407, -1.186, 1.022)
Cl (-1.781, 1.656, 1.141)
H (1.597, 1.830, -0.631)
H (-1.500, 2.311, -3.202)
F (0.229, 0.929, 5.680)
F (-1.153, 0.098, 3.532)
C (0.864, 0.788, 4.501)
C (2.877, 0.688, 3.202)
C (0.377, -1.122, -1.452)
F (2.937, 1.341, 5.499)
C (0.139, 0.394, 3.370)
H (-3.716, 0.616, -1.733)
H (-1.827, -3.260, -2.414)
F (4.224, 0.792, 3.145)
O (0.993, 2.143, 0.204)
H (-2.247, 2.446, -1.601)
H (-3.788, -1.117, -1.449)
C (0.418, 0.307, -1.685)
C (-1.330, 2.177, -2.127)
C (-1.805, -0.360, -1.717)
H (2.445, -1.425, -1.042)
C (-3.270, -0.340, -2.013)
C (-0.942, 0.780, -1.807)
Cl (-0.147, -1.973, 1.463)
H (-0.721, -3.608, -1.042)
H (-3.418, -0.508, -3.087)
C (0.746, 0.232, 2.136)
H (1.589, 2.741, 0.728)
Re (-0.629, -0.080, 0.110)
C (2.127, 0.264, 2.100)
C (1.571, -1.997, -1.367)
C (-1.504, -2.939, -1.411)
C (-1.005, -1.528, -1.479)
H (2.549, 0.538, -1.951)
C (1.621, 1.097, -1.901)
C (2.242, 0.954, 4.410)
H (1.500, 1.909, -2.614)
H (1.392, -2.811, -0.657)
H (1.816, -2.456, -2.335)
H (-2.361, -3.005, -0.730)
H (-0.533, 2.853, -1.813)

Results
gap between HOMO and LUMO (spin up / spin down): 5.5 / 5.6 eV
multiplicity: 4
⟨S²⟩: 3.77
highest occupied orbital energy (spin up / spin down): -0.381 / -0.521 eV
net charge: -2

Löwdin atomic charge list, values in e, 8 entries:
1 F 0.04
2 Cl -0.35
3 Cl 0.05
4 H -0.03
5 H 0.08
6 F 0.07
7 F 0.00
8 C -0.15

***

[2]
C13H26Cl2O3PbSi | ωB97M-V with the def2-TZVPD basis set

CARTESIAN COORDINATES (ANGSTROEM)
Pb (0.495, 0.142, 0.972)
O (-1.031, -1.897, 1.740)
H (-2.003, -2.476, -2.132)
C (-1.019, -0.727, -2.819)
H (-1.830, -1.640, 1.245)
H (1.698, 2.646, -2.482)
C (0.326, -1.201, -2.817)
H (-3.041, 1.107, -2.634)
C (0.113, 1.730, 5.653)
H (1.492, -1.819, 4.319)
H (0.067, 3.185, -2.900)
H (-1.527, -1.032, 5.661)
H (0.918, -3.060, -3.685)
H (-1.422, -1.570, 3.943)
C (1.657, -0.820, 4.755)
H (-1.956, 2.520, -2.499)
H (-2.371, 1.869, -4.097)
H (1.820, -0.930, 5.834)
Cl (1.778, 1.978, 0.082)
C (0.375, 1.096, -3.045)
O (0.344, 0.982, 2.949)
H (3.042, -1.092, -2.821)
C (0.863, 2.478, -3.169)
H (3.057, 0.570, -2.183)
H (-0.029, -3.190, -2.188)
H (2.570, -0.406, 4.300)
H (-2.293, -0.084, 4.361)
H (3.040, 0.295, -3.945)
C (-2.149, 1.590, -3.054)
C (-2.232, -1.556, -2.682)
H (-3.002, -1.004, -2.135)
C (0.748, -2.610, -2.699)
H (1.187, 2.703, -4.197)
O (-1.334, 0.570, -0.023)
C (2.657, -0.076, -2.982)
H (-2.637, -1.839, -3.662)
H (-0.775, 2.355, 5.471)
H (1.664, -2.683, -2.107)
C (-1.414, -0.696, 4.620)
H (-1.434, 1.550, -0.048)
H (0.074, 1.377, 6.690)
C (-0.988, 0.690, -2.972)
H (0.993, 2.377, 5.539)
Cl (2.152, -1.632, 0.385)
C (1.187, -0.069, -2.953)
Si (0.171, 0.299, 4.411)

Results
gap between HOMO and LUMO (spin up / spin down): 3.7 / 3.8 eV
multiplicity: 1
highest occupied orbital energy (spin up / spin down): 0.486 / 0.485 eV
net charge: -2

Löwdin atomic charge list, values in e, 8 entries:
1 Pb 0.82
2 O -0.46
3 H 0.06
4 C -0.27
5 H -0.09
6 H 0.01
7 C -0.27
8 H 0.06